This record from the OMol25 dataset describes 3 unconnected molecules or ions with the total composition C27H33ClF7N2O8S. The level of theory is wB97M-V/def2-TZVPD.

Values from the calculation:
Orbital gap = 5.8 eV
Lowest unoccupied orbital energy = 0.43 eV
Net charge = -1

```
79
C27H33ClF7N2O8S (wB97M-V/def2-TZVPD)
C -3.800 3.970 1.674
C -3.273 2.531 1.005
O -3.529 2.455 -0.441
C -4.864 1.919 -0.748
C -5.066 0.324 -0.421
O -4.337 -0.591 -1.312
C -3.227 -1.282 -0.574
C -1.634 -0.839 -0.829
S -1.149 0.502 -2.031
O -0.630 1.747 -1.210
O -2.344 1.071 -2.885
C 0.202 0.077 -3.248
F 1.586 0.424 -2.748
F -0.002 1.017 -4.415
C 0.150 -1.430 -3.881
F -1.036 -1.549 -4.801
F 0.036 -2.532 -2.898
C 1.490 -1.816 -4.804
F 1.215 -3.097 -5.555
F 2.588 -2.131 -3.861
F 1.811 -0.803 -5.832
C -0.512 -1.661 0.100
C 1.113 -1.366 0.055
C 1.370 0.063 0.825
C 2.586 0.973 0.207
Cl 4.037 -0.043 -0.410
C -0.983 -2.841 1.183
C -2.581 -3.272 1.409
N -2.832 -4.333 2.445
C -4.314 -4.579 2.475
C -4.837 -5.750 3.550
O -5.041 -6.971 3.008
O -5.059 -5.493 4.995
C -5.474 -3.839 1.609
N -5.145 -2.752 0.627
C -3.673 -2.473 0.504
H -4.877 3.746 2.076
H -3.041 4.320 2.495
H -3.769 4.768 0.806
H -3.634 1.601 1.623
H -2.089 2.564 1.131
H -5.119 2.128 -1.884
H -5.655 2.556 -0.121
H -4.863 0.044 0.714
H -6.225 0.098 -0.591
H 1.590 -1.449 -1.010
H 1.663 -2.193 0.717
H 0.341 0.650 0.948
H 1.694 -0.206 1.942
H 3.012 1.647 1.088
H 2.189 1.745 -0.612
H -0.147 -3.374 1.843
H -6.600 -4.149 1.766
C 0.702 1.863 6.045
C -0.355 2.557 5.226
C 0.059 2.207 3.813
O 0.697 0.924 3.872
C 0.942 0.600 5.248
H 0.399 1.665 7.077
H 1.614 2.471 6.066
H -1.338 2.124 5.446
H -0.409 3.635 5.400
H 0.788 2.925 3.423
H -0.791 2.164 3.126
H 0.240 -0.190 5.535
H 1.961 0.219 5.361
C 6.252 0.039 -4.733
C 7.681 0.461 -4.510
C 7.544 1.460 -3.382
O 6.413 1.053 -2.600
C 5.697 0.044 -3.326
H 6.152 -0.931 -5.228
H 5.734 0.790 -5.342
H 8.274 -0.399 -4.177
H 8.159 0.882 -5.398
H 7.340 2.466 -3.765
H 8.434 1.502 -2.749
H 5.872 -0.915 -2.827
H 4.625 0.261 -3.298
```

***

This record from the OMol25 dataset describes a molecular structure, C27H33ClFeN15O4. The level of theory is wB97M-V/def2-TZVPD.

Values from the calculation:
Multiplicity = 6
Orbital gap (alpha / beta) = 7.5 / 6.4 eV
Lowest unoccupied orbital energy (alpha / beta) = -6.27 / -7.43 eV
Relative energy (zero: lowest compared OMol25 entry of this formula, charge and spin) = 0.000 eV
Net charge = +2

```
81
C27H33ClFeN15O4 (wB97M-V/def2-TZVPD)
Fe 0.293 -0.012 0.350
C 4.710 0.459 1.048
C 3.367 0.768 0.859
N 2.437 -0.175 0.953
C 2.828 -1.421 1.255
C 4.173 -1.706 1.437
N 5.110 -0.772 1.327
C 1.735 -2.398 1.439
C 1.907 -3.748 1.662
C 0.790 -4.555 1.883
C -0.466 -3.947 1.908
C -0.561 -2.591 1.671
N 0.517 -1.844 1.420
C -1.812 -1.807 1.684
C -3.039 -2.276 2.133
N -4.111 -1.497 2.179
C -3.968 -0.240 1.783
C -2.751 0.243 1.320
N -1.684 -0.543 1.268
C 0.934 -6.008 2.095
C 1.853 -6.744 1.355
C 1.945 -8.109 1.586
N 1.210 -8.749 2.489
C 0.339 -8.040 3.197
C 0.156 -6.674 3.035
H 5.468 1.227 0.964
H 3.052 1.769 0.603
H 4.510 -2.704 1.686
H 2.894 -4.187 1.679
H -1.351 -4.544 2.073
H -3.162 -3.297 2.473
H -4.839 0.401 1.830
H -2.635 1.265 0.988
H 2.461 -6.283 0.588
H 2.640 -8.714 1.015
H -0.241 -8.586 3.932
H -0.555 -6.148 3.658
C 1.345 3.940 2.706
N 0.705 4.082 1.398
C 0.643 5.405 0.773
C 0.230 2.991 0.792
N 0.308 1.783 1.302
N -0.393 3.206 -0.420
C -0.951 2.268 -1.258
N -1.548 2.783 -2.348
N -0.889 1.003 -1.005
H 1.638 4.922 3.059
H 2.243 3.322 2.641
H 0.654 3.516 3.437
H 1.134 6.117 1.427
H -0.388 5.736 0.638
H 1.184 5.416 -0.177
H 0.733 1.785 2.220
H -0.296 4.131 -0.806
H -1.777 3.760 -2.422
H -1.958 2.167 -3.030
H -1.412 0.419 -1.649
O 0.617 -3.306 -1.746
Cl 0.142 -1.989 -1.922
O 0.106 -1.565 -3.275
O 1.106 -1.055 -1.200
O -1.129 -1.780 -1.267
C 1.357 2.004 -5.953
C 2.773 2.561 -5.842
C 2.763 4.068 -5.611
C 3.596 1.829 -4.782
N 3.056 1.995 -3.429
C 2.077 1.334 -2.809
N 1.911 1.860 -1.615
N 2.821 2.856 -1.526
N 3.505 2.946 -2.605
H 0.839 2.456 -6.798
H 0.774 2.237 -5.056
H 1.351 0.922 -6.098
H 3.294 2.358 -6.782
H 2.241 4.323 -4.685
H 2.250 4.572 -6.429
H 3.773 4.474 -5.545
H 4.615 2.209 -4.746
H 3.628 0.758 -4.981
H 1.542 0.496 -3.226
```

***

This record from the OMol25 dataset describes a molecular structure, C27H33ClN4O6PS2SeTc. The level of theory is wB97M-V/def2-TZVPD.

Values from the calculation:
Multiplicity = 4
Orbital gap (alpha / beta) = 5.4 / 4.4 eV
Lowest unoccupied orbital energy (alpha / beta) = -5.14 / -5.85 eV
Relative energy (zero: lowest compared OMol25 entry of this formula, charge and spin) = 3.047 eV
Net charge = +1

```
76
C27H33ClN4O6PS2SeTc (wB97M-V/def2-TZVPD)
Tc 0.400 0.741 -0.994
C 5.062 1.173 -0.174
O 4.127 0.217 0.354
C 2.849 0.323 0.031
O 2.074 -0.620 0.342
N 2.302 1.350 -0.618
N 0.323 2.070 -2.266
H 6.043 0.753 -0.006
H 4.982 2.123 0.354
H 4.907 1.319 -1.240
H 2.829 2.182 -0.822
H -0.293 2.079 -3.071
H 0.873 2.915 -2.194
Se 1.014 -0.960 2.733
C 0.736 -0.299 4.467
C -0.448 -0.645 5.129
C -0.605 -0.218 6.441
N 0.310 0.518 7.087
C 1.430 0.854 6.430
C 1.691 0.476 5.123
H -1.223 -1.223 4.634
H -1.502 -0.473 6.996
H 2.147 1.453 6.982
H 2.610 0.776 4.631
Cl -5.288 -2.887 3.042
C -4.165 -1.648 2.603
C -4.457 -0.323 2.900
C -3.562 0.665 2.529
C -2.390 0.335 1.857
C -2.107 -0.998 1.577
C -2.991 -1.996 1.955
C -1.510 1.449 1.426
O -1.600 2.568 1.804
O -0.459 1.087 0.590
H -5.380 -0.076 3.409
H -3.767 1.707 2.745
H -1.205 -1.264 1.047
H -2.785 -3.037 1.734
N 1.169 -0.609 -2.239
C 1.491 -1.574 -2.744
C 1.835 -2.814 -3.365
C 3.166 -3.201 -3.511
C 3.447 -4.425 -4.086
C 2.408 -5.249 -4.507
C 1.083 -4.855 -4.362
C 0.785 -3.632 -3.792
H 3.962 -2.548 -3.175
H 4.476 -4.743 -4.204
H 2.635 -6.207 -4.959
H 0.282 -5.504 -4.693
H -0.239 -3.293 -3.683
C -4.169 2.533 -3.251
C -3.428 1.844 -4.377
C -4.059 2.033 -5.733
O -3.405 0.409 -4.097
P -2.077 -0.407 -3.792
S -0.609 -0.007 -4.991
S -1.789 -0.128 -1.755
O -2.548 -1.901 -3.929
C -3.876 -2.514 -3.719
C -4.484 -2.093 -2.395
C -4.768 -2.228 -4.908
H -4.145 3.615 -3.401
H -3.710 2.300 -2.287
H -5.213 2.207 -3.228
H -2.401 2.199 -4.425
H -5.083 1.649 -5.735
H -3.479 1.508 -6.494
H -4.080 3.097 -5.983
H -3.636 -3.570 -3.695
H -4.687 -1.018 -2.389
H -3.817 -2.325 -1.560
H -5.427 -2.625 -2.247
H -5.062 -1.179 -4.927
H -5.667 -2.846 -4.841
H -4.252 -2.465 -5.840
```

***

Total energy for the records above, in order: -3316.7252; -3894.2128; -5799.1093 Eh
M for the records above, in order: 714.07; 722.96; 817.10 g mol⁻¹
Max |F| for the records above, in order: 0.188; 0.005; 0.037 Eh/bohr